# C6H13NO

An isolated molecule of C6H13NO at a distorted geometry (the ωB97M-V functional and the def2-TZVPD basis, the OMol25 dataset).

Geometry as XYZ:
```
21
Properties=species:S:1:pos:R:3:nbo_charge:R:1
C 2.728 -1.085 0.760 -0.613
C 1.880 -1.138 -0.505 -0.417
C 0.409 -0.929 -0.149 -0.229
N -0.008 0.476 -0.458 -0.616
C -1.427 0.617 -0.457 -0.148
C -1.922 2.039 -0.736 -0.612
C -2.172 0.244 0.830 0.412
O -1.563 0.199 1.875 -0.545
H 2.756 -0.188 1.386 0.203
H 3.751 -1.443 0.696 0.210
H 2.284 -1.814 1.489 0.199
H 2.215 -0.437 -1.269 0.222
H 2.035 -2.212 -0.798 0.207
H -0.224 -1.461 -0.874 0.183
H 0.046 -1.160 0.864 0.203
H 0.442 1.076 0.228 0.362
H -1.857 -0.043 -1.302 0.198
H -1.207 2.758 -0.339 0.219
H -2.890 2.316 -0.286 0.214
H -2.056 2.281 -1.796 0.222
H -3.220 -0.097 0.839 0.125
```

calculated total energy = -366.364315 hartree
Kohn-Sham gap = 9.9 eV
largest force on an atom = 2.68 eV/Å
E_HOMO = -8.920 eV
LUMO level = 1.017 eV
SMILES string = CCCN[C@H](C)C=O
energy relative to the best compared isomer or geometry (same formula, charge and spin) = 43.7 kcal/mol

# C6H13NO

An isolated molecule of C6H13NO at a distorted geometry (the ωB97M-V functional and the def2-TZVPD basis, the OMol25 dataset).

Geometry as XYZ:
```
21
Properties=species:S:1:pos:R:3:nbo_charge:R:1
C 2.273 2.863 -0.169 -0.619
C 1.638 1.727 0.642 -0.386
C 0.801 0.783 -0.320 -0.516
C -0.198 0.005 0.508 0.685
O -0.659 0.397 1.551 -0.604
N -0.550 -1.246 -0.005 -0.625
C -1.795 -1.850 0.466 -0.213
C -2.294 -2.820 -0.656 -0.616
H 3.277 3.105 0.174 0.213
H 1.600 3.723 -0.111 0.215
H 2.468 2.516 -1.188 0.195
H 0.907 2.137 1.335 0.223
H 2.309 1.101 1.236 0.200
H 0.386 1.400 -1.118 0.227
H 1.611 0.207 -0.758 0.217
H -0.326 -1.385 -0.977 0.380
H -2.636 -1.175 0.639 0.196
H -1.534 -2.337 1.409 0.203
H -2.168 -2.342 -1.610 0.200
H -3.323 -3.019 -0.361 0.217
H -1.788 -3.790 -0.687 0.209
```

calculated total energy = -366.407747 hartree
Kohn-Sham gap = 10.6 eV
largest force on an atom = 2.63 eV/Å
E_HOMO = -9.646 eV
LUMO level = 0.925 eV
SMILES string = CCCC(=O)NCC
energy relative to the best compared isomer or geometry (same formula, charge and spin) = 16.4 kcal/mol

# C6H13NO

An isolated molecule of C6H13NO at a distorted geometry (the ωB97M-V functional and the def2-TZVPD basis, the OMol25 dataset).

Geometry as XYZ:
```
21
Properties=species:S:1:pos:R:3:nbo_charge:R:1
C 2.963 -0.549 0.151 -0.447
N 1.686 -0.016 -0.382 -0.173
O 1.373 1.306 0.137 -0.405
C 0.585 0.178 0.440 0.219
C -0.854 0.171 -0.076 -0.093
C -1.681 1.001 0.865 -0.605
C -1.285 -1.274 0.013 -0.595
C -0.944 0.671 -1.475 -0.614
H 3.908 -0.229 -0.287 0.226
H 2.989 -0.706 1.277 0.184
H 2.899 -1.623 -0.171 0.208
H 0.811 -0.041 1.468 0.168
H -2.676 0.956 0.522 0.209
H -1.324 1.985 0.570 0.224
H -1.628 0.578 1.959 0.217
H -2.269 -1.536 -0.240 0.215
H -0.752 -1.887 -0.651 0.209
H -1.016 -1.610 1.099 0.192
H -1.996 0.845 -1.628 0.209
H -0.421 0.144 -2.183 0.226
H -0.367 1.636 -1.408 0.226
```

calculated total energy = -366.276882 hartree
Kohn-Sham gap = 10.3 eV
largest force on an atom = 3.90 eV/Å
E_HOMO = -9.357 eV
LUMO level = 0.907 eV
SMILES string = CN1O[C@H]1C(C)(C)C
energy relative to the best compared isomer or geometry (same formula, charge and spin) = 98.5 kcal/mol

# C6H13NO

An isolated molecule of C6H13NO at a distorted geometry (the ωB97M-V functional and the def2-TZVPD basis, the OMol25 dataset).

Geometry as XYZ:
```
21
Properties=species:S:1:pos:R:3:nbo_charge:R:1
C -1.870 1.297 -0.816 -0.516
C -0.630 0.729 -0.599 0.193
C -0.375 -0.644 -1.221 -0.438
C 0.576 -1.683 -0.465 -0.472
C 0.121 -2.062 0.864 -0.075
O 1.174 -2.497 1.769 -0.726
N 0.539 1.245 0.189 -0.636
C 0.394 2.614 0.618 -0.432
H -2.024 2.291 -0.356 0.202
H -2.593 0.931 -1.584 0.221
H -1.265 -1.214 -1.403 0.216
H 0.206 -0.342 -2.181 0.223
H 1.603 -1.359 -0.627 0.225
H 0.924 -2.495 -1.231 0.231
H -0.589 -3.034 0.781 0.169
H -0.462 -1.495 1.423 0.180
H 1.987 -1.936 1.602 0.460
H 0.821 0.621 0.913 0.375
H -0.318 2.782 1.498 0.183
H 1.429 2.869 1.019 0.201
H 0.349 3.380 -0.193 0.217
```

calculated total energy = -366.292425 hartree
Kohn-Sham gap = 9.4 eV
largest force on an atom = 6.95 eV/Å
E_HOMO = -8.530 eV
LUMO level = 0.841 eV
SMILES string = C=C(CCCO)NC
energy relative to the best compared isomer or geometry (same formula, charge and spin) = 88.8 kcal/mol

Repeat the third record exactly.
# C6H13NO

An isolated molecule of C6H13NO at a distorted geometry (the ωB97M-V functional and the def2-TZVPD basis, the OMol25 dataset).

Geometry as XYZ:
```
21
Properties=species:S:1:pos:R:3:nbo_charge:R:1
C 2.963 -0.549 0.151 -0.447
N 1.686 -0.016 -0.382 -0.173
O 1.373 1.306 0.137 -0.405
C 0.585 0.178 0.440 0.219
C -0.854 0.171 -0.076 -0.093
C -1.681 1.001 0.865 -0.605
C -1.285 -1.274 0.013 -0.595
C -0.944 0.671 -1.475 -0.614
H 3.908 -0.229 -0.287 0.226
H 2.989 -0.706 1.277 0.184
H 2.899 -1.623 -0.171 0.208
H 0.811 -0.041 1.468 0.168
H -2.676 0.956 0.522 0.209
H -1.324 1.985 0.570 0.224
H -1.628 0.578 1.959 0.217
H -2.269 -1.536 -0.240 0.215
H -0.752 -1.887 -0.651 0.209
H -1.016 -1.610 1.099 0.192
H -1.996 0.845 -1.628 0.209
H -0.421 0.144 -2.183 0.226
H -0.367 1.636 -1.408 0.226
```

calculated total energy = -366.276882 hartree
Kohn-Sham gap = 10.3 eV
largest force on an atom = 3.90 eV/Å
E_HOMO = -9.357 eV
LUMO level = 0.907 eV
SMILES string = CN1O[C@H]1C(C)(C)C
energy relative to the best compared isomer or geometry (same formula, charge and spin) = 98.5 kcal/mol